Record 1
32
Properties=species:S:1:pos:R:3:forces:R:3 method="wB97M-V/def2-TZVPD" lumo_energy_ev="2.80 / 2.72" charge=-1 total_energy_ha=-768.12818
C -1.6923 1.5885 -2.1869 -1.2 -1.0 -0.1
C -2.5225 0.9366 -1.1893 -1.1 -0.2 -1.8
C -1.9578 -0.3626 -0.9013 0.1 0.2 -2.1
C -0.8134 -0.5174 -1.7572 -1.7 0.2 -0.4
C -0.6448 0.6862 -2.5180 -0.7 -0.5 -0.1
La -0.5897 1.5354 0.1355 3.9 -1.3 0.3
N 1.5555 0.0809 -0.9814 -0.2 1.0 1.8
C -2.0191 2.8136 1.5732 0.0 3.3 1.0
C -2.8897 1.7373 1.6155 -0.4 -1.3 0.4
H -2.3939 -1.1301 -0.2686 0.2 0.3 0.0
H -3.4083 1.3637 -0.7155 0.5 -0.3 -0.5
H -0.2721 -1.4626 -1.8750 -0.1 0.8 0.2
H 0.1274 0.8650 -3.2717 -0.2 -0.1 0.6
H -1.8767 2.5743 -2.6360 0.1 -0.6 0.3
H -3.8703 1.8031 1.1200 0.6 -0.2 0.3
H -1.1731 2.9602 2.2934 -0.8 0.0 -0.2
H 2.0908 0.0649 -1.8560 -0.6 -0.3 0.7
H -2.7671 0.9209 2.3388 -0.2 0.5 -0.1
H -2.2229 3.7030 0.9417 -0.1 -0.3 0.8
C 0.7840 -2.4418 0.9960 -0.4 -0.3 0.0
Si 1.8365 -1.0364 0.2661 0.7 1.0 -2.0
C 2.2436 -0.1519 1.8750 0.2 0.0 0.2
C 3.2138 -1.9163 -0.6456 0.3 -0.7 0.7
H 0.1362 -2.1566 1.8344 0.0 0.2 -0.3
H 1.4973 -3.1577 1.4301 0.1 0.1 -0.1
H 0.1843 -3.0138 0.2830 0.0 0.1 0.0
H 3.0617 -0.7570 2.2648 0.3 0.0 0.4
H 2.6138 0.8631 1.7376 0.0 0.0 0.0
H 1.4542 -0.1793 2.6297 0.0 0.1 0.0
H 3.7667 -2.5769 0.0171 0.6 -0.4 -0.3
H 2.7181 -2.4895 -1.4373 0.1 -0.1 0.1
H 3.8298 -1.1468 -1.1126 0.2 -0.2 0.2

Record 2
120
Properties=species:S:1:pos:R:3:forces:R:3 method="wB97M-V/def2-TZVPD" relative_energy_kcal_mol=48.38 lumo_energy_ev=-0.02 charge=0 total_energy_ha=-3379.48442
C 12.3403 -25.2369 -5.7979 0.9 -3.0 -1.1
O 11.5767 -26.2042 -5.7658 -0.2 1.4 0.6
N 12.3740 -24.1692 -4.9727 -1.3 0.1 1.0
N 13.4154 -25.2491 -6.6241 1.1 1.1 -0.7
H 11.5201 -24.0810 -4.4435 0.3 0.6 0.1
H 13.0055 -23.4101 -5.1567 -0.3 0.2 0.0
H 13.9657 -24.3947 -6.6839 -0.1 -0.4 -0.2
H 13.7735 -26.0183 -7.1608 -0.5 -0.4 0.1
C 23.0473 -28.0873 -7.0784 4.1 1.3 1.1
O 24.1936 -27.9122 -7.5141 -1.0 -0.5 -0.4
N 21.9898 -27.4001 -7.5863 -1.4 -0.9 -0.7
N 22.8743 -28.7031 -5.8879 -1.2 -0.2 -0.6
H 21.1584 -27.9883 -7.5374 -0.2 0.2 -0.3
H 22.2200 -27.0314 -8.4988 -0.2 -0.1 -0.1
H 21.9283 -28.6301 -5.5450 0.3 -0.4 0.8
H 23.6973 -28.7885 -5.3213 -0.2 -0.1 0.1
C 20.6167 -31.0304 -6.6182 0.3 0.3 1.2
O 20.3704 -29.8223 -6.5252 -0.4 -0.1 -0.2
N 20.7325 -31.6993 -7.7672 0.2 0.4 -2.0
N 20.7928 -31.8162 -5.5387 0.1 -0.1 1.0
H 20.6507 -31.0918 -8.5714 -0.1 -0.2 -0.1
H 21.3430 -32.4899 -7.8771 -0.1 -0.1 0.3
H 20.9209 -32.8057 -5.6488 -0.2 0.0 0.1
H 20.5258 -31.4767 -4.6297 0.1 0.1 -0.1
C 17.0452 -26.8424 -7.9162 1.7 -1.7 -2.1
O 16.0661 -26.1214 -7.7636 -0.1 0.4 0.7
N 17.3499 -27.4211 -9.1478 -0.9 0.7 -0.1
N 18.0404 -27.1209 -7.0523 -0.6 1.2 1.5
H 18.0154 -28.1804 -9.2129 -0.1 -0.2 0.1
H 16.6176 -27.3802 -9.8423 0.0 0.0 -0.1
H 18.7700 -27.7899 -7.2238 -0.2 -0.2 -0.2
H 17.8626 -26.8440 -6.0928 0.1 -0.3 -0.1
C 19.6612 -30.0613 -10.6564 -1.9 -0.8 1.3
O 19.1384 -29.9897 -9.5222 0.4 0.8 -0.7
N 19.5057 -31.1439 -11.4274 1.2 0.2 0.0
N 20.3170 -29.0667 -11.2467 1.1 1.6 -0.3
H 18.8088 -31.8269 -11.1549 -0.1 -0.4 -0.3
H 20.2943 -31.2787 -12.0362 -0.5 -0.8 -0.5
H 20.7003 -29.1875 -12.1652 -0.1 0.1 -0.1
H 20.3985 -28.1599 -10.8206 0.1 -0.2 0.2
C 15.6582 -22.6004 -6.2644 0.9 0.9 1.5
O 14.6367 -22.7750 -6.9356 0.1 0.8 1.1
N 15.8498 -21.5808 -5.3510 -1.4 0.0 -0.7
N 16.7139 -23.3961 -6.3343 -0.1 -1.2 -1.1
H 14.9968 -21.1516 -5.0314 0.3 0.3 0.1
H 16.6707 -21.5567 -4.7769 -0.1 0.0 0.1
H 16.5617 -24.1947 -6.9439 0.5 -0.3 0.1
H 17.5303 -23.3489 -5.7480 -0.8 0.0 -0.2
C 14.5721 -22.9020 -10.6720 0.1 0.3 0.2
O 15.6715 -22.5776 -11.1712 -0.2 -0.3 0.4
N 13.4788 -22.9843 -11.4520 0.3 0.5 -1.7
N 14.3641 -23.1740 -9.3839 -0.3 -0.2 -1.0
H 13.7101 -22.6919 -12.3894 -0.5 -0.1 -0.1
H 12.5085 -23.0754 -11.2159 0.2 -0.1 0.4
H 13.3924 -23.3389 -9.1890 0.3 -0.2 1.0
H 15.0783 -23.1752 -8.6753 -0.4 0.1 0.0
C 19.6417 -28.0202 -2.2141 -0.8 0.0 1.4
O 18.9487 -28.9036 -1.7128 -0.4 -0.4 -0.7
N 19.5223 -27.4373 -3.4128 0.5 0.6 -1.1
N 20.6192 -27.4530 -1.4506 1.3 0.8 0.3
H 18.7790 -27.5545 -4.0945 -0.1 -0.5 0.9
H 20.1597 -26.6694 -3.5922 -0.1 -0.1 -0.3
H 20.7682 -27.7264 -0.4974 -0.4 -0.3 -0.1
H 21.0368 -26.5715 -1.7018 0.0 -0.1 -0.2
C 18.3518 -22.9920 -9.0126 0.0 0.6 0.3
O 19.3369 -23.2425 -8.3131 0.0 -0.4 0.1
N 17.5134 -23.8995 -9.5342 0.0 -0.9 0.2
N 17.9916 -21.7146 -9.2685 -0.3 0.8 -0.3
H 17.6290 -24.8891 -9.3691 0.2 0.2 0.0
H 16.7750 -23.5995 -10.1569 0.0 0.5 0.5
H 18.5779 -20.9521 -8.9817 0.1 -0.2 0.1
H 17.1767 -21.4946 -9.8208 0.0 -0.2 -0.1
C 16.0538 -27.2588 -3.7654 0.8 0.6 -1.4
O 16.9636 -27.6256 -4.5377 -0.7 0.3 0.1
N 15.1686 -26.2914 -4.0883 -0.1 0.3 -0.3
N 15.8921 -27.7685 -2.5674 0.2 -1.0 1.8
H 15.0937 -25.9820 -5.0451 0.0 0.1 0.0
H 14.7496 -25.7574 -3.3491 -0.3 0.0 -0.2
H 15.0758 -27.5587 -2.0225 0.1 -0.1 0.0
H 16.5891 -28.4056 -2.2009 0.1 0.0 -0.1
C 12.2559 -27.0679 -11.7874 -0.2 -1.2 -1.6
O 12.4677 -27.6236 -12.8659 0.8 0.4 0.7
N 13.1695 -26.7251 -10.8475 1.3 -0.1 -0.1
N 10.9885 -26.7925 -11.4313 -0.7 1.2 1.3
H 12.9717 -26.2325 -9.9965 -0.3 -0.1 0.0
H 14.1506 -26.7936 -11.1002 -0.3 0.1 -0.1
H 10.2007 -27.2316 -11.8678 0.1 0.0 0.0
H 10.9408 -26.3613 -10.5238 -1.0 -0.2 0.0
C 16.7733 -26.1894 -12.4239 0.2 1.0 1.2
O 15.8327 -26.7088 -11.8179 0.7 -0.3 -0.6
N 17.1397 -24.9025 -12.2477 0.2 -0.1 -0.5
N 17.6349 -26.8243 -13.2661 -1.6 -1.2 0.5
H 17.9491 -24.6500 -12.7781 0.1 0.8 0.2
H 16.7948 -24.2920 -11.5275 -0.2 -0.3 -0.8
H 18.4509 -26.3645 -13.6085 0.1 -0.4 -0.4
H 17.2723 -27.7349 -13.5085 0.8 0.0 -0.5
C 16.2809 -31.7681 -10.5912 -0.4 -0.9 -1.9
O 17.0517 -32.3004 -11.3990 0.2 -0.1 0.4
N 15.3382 -32.4588 -9.9115 -0.3 0.4 0.8
N 16.1377 -30.4330 -10.5097 -0.2 1.3 0.9
H 15.0399 -33.3739 -10.1874 0.5 -0.1 0.0
H 15.0825 -32.0740 -9.0108 -0.2 -0.4 0.1
H 16.7952 -29.7507 -10.8474 0.3 -0.6 -0.1
H 15.4805 -30.0724 -9.8372 -0.1 0.0 -0.1
C 16.3770 -30.7670 -6.5453 -1.6 0.0 0.3
O 15.6378 -31.4919 -7.2177 0.0 0.0 0.3
N 17.6237 -30.4921 -6.9110 0.2 -0.2 -0.4
N 15.9643 -30.1265 -5.3823 0.4 -0.4 -0.7
H 17.8680 -30.8765 -7.8114 0.6 0.3 0.1
H 18.2422 -29.9654 -6.3182 0.2 -0.1 -0.3
H 14.9929 -30.2905 -5.1721 0.0 0.2 -0.1
H 16.2801 -29.1616 -5.4229 -0.2 0.0 0.8
C 20.4409 -24.6767 -5.3479 -1.5 -1.5 -1.1
O 21.0269 -25.1577 -4.3910 0.2 0.7 0.7
N 19.3238 -23.8661 -5.3461 0.7 0.4 0.8
N 20.6045 -25.1113 -6.6131 1.1 -0.6 -0.5
H 19.0289 -23.6429 -6.2837 0.0 0.5 0.1
H 18.8628 -23.5734 -4.5032 0.4 0.1 0.1
H 21.1120 -25.9782 -6.7787 0.3 0.6 0.3
H 20.0560 -24.7527 -7.3833 0.1 0.2 0.1

Record 3
48
Properties=species:S:1:pos:R:3:forces:R:3 method="wB97M-V/def2-TZVPD" relative_energy_kcal_mol=37.18 lumo_energy_ev=-0.92 smiles="CCN1C(=O)C(C(c2ccccc2)c2ccccc2)C(=O)N(CC)C1=S" charge=0 total_energy_ha=-1471.57822
C -0.9144 0.3536 1.4746 -1.1 -2.1 -1.7
C 0.1370 -0.4055 2.1920 1.3 -0.9 0.5
C 0.1837 -1.8214 2.0217 0.2 0.8 -0.8
C 1.3710 -2.5168 2.2354 0.4 -0.1 0.2
C 2.5074 -1.8376 2.7135 -0.2 0.3 -0.2
C 2.4325 -0.4699 3.0346 0.2 -0.9 0.1
C 1.2288 0.2020 2.8695 -0.2 0.4 -1.2
C -1.5985 1.5205 2.0991 -0.4 1.5 -0.3
C -3.0114 1.6470 1.9802 0.4 0.3 -0.5
C -3.6499 2.8710 2.2324 0.6 0.2 0.3
C -2.8964 3.9714 2.6935 0.0 -0.3 -0.2
C -1.5151 3.8397 2.9087 -0.4 0.0 -0.1
C -0.8860 2.6243 2.6242 0.1 0.2 -0.9
H -1.6864 -0.3549 1.1383 0.0 0.1 0.8
H -0.6583 -2.3426 1.5351 0.4 0.4 0.3
H 1.4520 -3.5832 1.9457 -0.1 0.8 0.4
H 3.4677 -2.3531 2.7761 -0.3 0.1 0.0
H 3.3436 0.0837 3.3233 -0.7 -0.4 0.1
H 1.2277 1.2743 3.0776 0.0 -0.6 -0.1
H -3.5997 0.8359 1.5335 0.4 0.2 0.2
H -4.7183 2.9975 2.0042 0.6 -0.2 0.2
H -3.3747 4.9520 2.8130 0.2 -0.5 0.0
H -0.9067 4.7179 3.1894 -0.4 -0.6 -0.1
H 0.2095 2.6293 2.5919 -0.6 0.0 0.2
C 3.5640 -0.4873 -2.5723 0.4 0.5 -0.2
C 2.8409 -1.1170 -1.4200 -1.0 -0.3 0.1
N 1.3856 -0.7303 -1.4430 0.2 0.2 0.2
C 0.9561 0.4343 -0.7468 3.6 0.6 2.0
O 1.8354 1.2268 -0.3379 -2.2 -1.7 -1.0
C -0.4588 0.5272 -0.3485 0.5 3.0 0.9
C -1.2909 -0.0628 -1.3986 -3.3 -1.8 -0.4
O -2.5025 0.1664 -1.4744 1.6 0.0 0.1
N -0.7559 -1.0464 -2.2958 -0.2 0.1 0.7
C -1.6935 -1.8177 -3.1825 0.7 0.2 0.6
C -1.5917 -1.3029 -4.5834 -0.3 0.4 -0.8
C 0.5660 -1.4373 -2.2922 0.1 0.1 -0.1
S 1.1538 -2.6309 -3.3052 -0.3 0.1 0.4
H 4.6272 -0.7412 -2.5294 -0.1 0.1 0.0
H 3.1660 -0.8461 -3.5246 0.1 0.0 0.2
H 3.4417 0.5992 -2.5328 0.2 -0.1 0.0
H 2.8279 -2.2087 -1.5567 0.1 0.4 0.3
H 3.2523 -0.8712 -0.4367 -0.2 0.2 -0.2
H -0.7031 1.6250 -0.2855 0.2 -1.0 -0.5
H -1.3621 -2.8590 -3.1485 -0.1 0.2 0.2
H -2.6935 -1.7332 -2.7731 0.0 0.2 0.1
H -2.3119 -1.8399 -5.2158 0.2 0.2 0.0
H -1.8092 -0.2267 -4.6083 -0.1 -0.3 -0.1
H -0.5888 -1.4556 -4.9952 -0.3 0.0 0.1